[1]
DFT (ωB97M-V with the def2-TZVPD basis set) results for FHO2S as an isolated structure.

```
5
Properties=species:S:1:pos:R:3:forces:R:3
S -0.205018 0.835298 0.333242 2.029 -0.755 -5.429
F -0.240820 -0.685626 -1.114634 -0.896 1.386 1.509
O 0.470115 1.671972 -0.793067 -1.699 -3.293 5.518
O 0.110839 -0.663528 1.202997 -0.070 3.519 -1.571
H -0.135115 -1.158117 0.371463 0.635 -0.858 -0.027
```
Positions in Å, forces in eV/Å.

Properties
* orbital gap: 9.058 eV
* relative energy (zero: lowest compared OMol25 entry of this formula, charge and spin): 3.299 eV
* energy: -17660.17117 eV
* molar mass: 84.071 g/mol
* E_HOMO: -12.2 eV



[2]
DFT (ωB97M-V with the def2-TZVPD basis set) results for FN4O13V as an isolated structure.

```
19
Properties=species:S:1:pos:R:3:forces:R:3
V -15.115545 5.697490 14.066016 0.266 1.343 -0.957
F -14.616358 7.075722 12.706819 -0.127 -1.576 1.586
O -18.856863 5.490667 12.186435 -0.021 -0.075 0.070
O -15.276991 6.563042 15.373492 0.050 -0.655 -0.997
O -15.403861 1.743552 15.243992 0.020 0.156 0.007
O -11.000629 4.887243 14.067460 -0.380 -0.011 0.144
O -14.257628 3.839599 10.534527 -0.058 -0.026 0.207
O -14.745297 2.050061 11.623154 -0.196 -0.192 0.181
O -13.064519 5.283731 14.605760 -0.095 0.064 -0.352
O -17.160450 6.148018 13.355421 0.121 -0.426 0.171
O -12.418000 3.258771 14.111471 -0.047 0.253 -0.027
O -15.863802 3.871246 15.306186 -0.178 -0.044 0.254
O -17.524600 6.965838 11.370843 0.123 0.071 -0.029
O -15.039899 3.983390 12.553893 -0.084 -0.047 0.039
O -16.854333 2.494278 16.660882 0.285 0.201 -0.330
N -12.157806 4.444689 14.234252 0.139 0.000 0.013
N -17.837920 6.190593 12.269328 0.078 0.057 0.221
N -14.676689 3.277360 11.566273 0.275 0.684 -0.288
N -16.028293 2.686464 15.722816 -0.172 0.224 0.089
```
Positions in Å, forces in eV/Å.

Properties
* orbital gap (spin up / spin down): 7.621 / 7.625 eV
* energy: -60970.37008 eV
* molar mass: 333.957 g/mol
* net charge: -3
* 2S+1: 2
* E_HOMO (spin up / spin down): 0.2 / 0.2 eV



[3]
DFT (ωB97M-V with the def2-TZVPD basis set) results for a 2-piece molecular cluster, FNO2 overall.

```
4
Properties=species:S:1:pos:R:3:forces:R:3
F -0.280523 0.571884 -2.028708 0.158 -0.216 0.961
O -0.983104 -0.383147 0.843456 -0.537 -0.327 0.746
O 1.190015 -0.107955 0.710328 2.151 -0.192 0.932
N 0.073612 -0.080782 0.474924 -1.773 0.735 -2.639
```
Positions in Å, forces in eV/Å.

Properties
* orbital gap (spin up / spin down): 11.984 / 6.617 eV
* relative energy (zero: lowest compared OMol25 entry of this formula, charge and spin): 2.268 eV
* energy: -8295.81660 eV
* molar mass: 65.003 g/mol
* E_HOMO (spin up / spin down): -13.8 / -10.2 eV



[4]
DFT (ωB97M-V with the def2-TZVPD basis set) results for FNO2PtS2 as an isolated structure.

```
7
Properties=species:S:1:pos:R:3:forces:R:3
Pt 0.207265 -1.959250 -0.431464 5.627 -5.969 -2.848
S 1.253780 1.154633 -0.434736 1.061 -0.023 1.274
S -1.239982 -0.042919 0.436634 -4.341 1.590 -1.599
F 2.486419 0.942253 0.764477 -1.374 -0.147 -1.507
O -1.403975 -1.618183 0.420281 -4.324 2.031 2.407
O -2.190790 0.559018 -0.556479 1.911 -1.073 2.351
N 0.298899 -0.130021 -0.413985 1.441 3.591 -0.078
```
Positions in Å, forces in eV/Å.

Properties
* orbital gap (spin up / spin down): 7.203 / 6.370 eV
* relative energy (zero: lowest compared OMol25 entry of this formula, charge and spin): 0.139 eV
* energy: -33213.16214 eV
* molar mass: 324.215 g/mol
* 2S+1: 3
* E_HOMO (spin up / spin down): -8.6 / -9.8 eV



What is the energy in the fourth record? -33213.16214 eV